[1]
{
  "formula": "C8H12AlBrCdINOP",
  "method": "the ωB97M-V functional and the def2-TZVPD basis",
  "total_charge": 1,
  "homo_ev": -11.5,
  "multiplicity": 1,
  "species": ["C", "C", "C", "I", "Al", "C", "C", "C", "C", "C", "N", "P", "O", "Br", "H", "H", "H", "H", "H", "H", "H", "H", "H", "H", "H", "H", "Cd"],
  "positions_angstrom": [[0.3916, -1.3519, -2.4663], [0.6699, 0.1576, -2.7198], [-0.2688, 1.0291, -1.9181], [-0.3132, 3.0617, -2.7111], [0.1982, 1.4360, -0.0138], [0.6060, -0.1783, 1.1205], [-0.4265, -0.9977, 1.5325], [-0.1643, -2.0882, 2.3446], [1.1626, -2.2542, 2.6808], [2.1058, -1.3920, 2.1788], [1.9050, -0.3368, 1.3969], [-1.8489, 2.5037, 0.7685], [-1.9421, 2.2977, 2.3566], [-3.5922, 1.3938, -0.0425], [-0.4217, -1.4463, -1.7545], [0.1269, -1.8156, -3.4081], [1.3044, -1.8268, -2.1292], [0.4410, 0.3204, -3.7780], [1.7200, 0.4137, -2.6142], [-1.2664, 0.6100, -2.0377], [1.3455, 2.5216, 0.1534], [-1.4417, -0.7887, 1.2190], [-0.9132, -2.7626, 2.7246], [1.4642, -3.0567, 3.3318], [3.1361, -1.5726, 2.4598], [-2.2811, 1.4041, 2.5216], [-1.6969, 4.7191, -1.1961]]
}

---

[2]
{
  "formula": "C8H12As3CaF21NO8",
  "method": "the ωB97M-V functional and the def2-TZVPD basis",
  "total_charge": -3,
  "homo_ev": 0.0,
  "multiplicity": 1,
  "species": ["Ca", "As", "F", "F", "F", "F", "F", "F", "As", "F", "F", "F", "F", "F", "F", "As", "F", "F", "F", "F", "F", "F", "C", "O", "O", "C", "F", "F", "F", "C", "C", "H", "H", "H", "H", "H", "H", "N", "O", "O", "O", "C", "C", "C", "O", "C", "O", "O", "H", "H", "H", "H", "H", "H"],
  "positions_angstrom": [[-1.0063, -0.0654, -0.4257], [-4.9576, 1.0655, 0.3635], [-4.6406, 1.4032, 2.0419], [-5.2050, -0.6302, 0.7413], [-5.2089, 0.6665, -1.3286], [-4.7572, 2.7339, -0.0949], [-3.2098, 0.7386, 0.2384], [-6.7187, 1.3888, 0.5526], [-1.6357, -3.2343, 0.5787], [-0.4213, -3.7946, 1.7152], [-2.9141, -3.7843, 1.5894], [-2.6889, -2.7668, -0.7432], [-0.3233, -2.5395, -0.4048], [-1.6077, -4.8148, -0.2006], [-1.7971, -1.5943, 1.2946], [1.6404, -0.7362, -3.5907], [2.1317, -2.3900, -3.1459], [0.5773, -1.3923, -4.8146], [1.1744, 0.9108, -3.8893], [2.8441, -0.2310, -2.4206], [2.8980, -0.6521, -4.8308], [0.3996, -0.8423, -2.2981], [0.0128, 2.9104, -0.2170], [-0.3430, 2.0388, 0.8831], [-0.1114, 2.0850, -1.2824], [-0.7232, 4.2897, -0.1537], [-2.0586, 4.2304, -0.0293], [-0.2422, 4.9952, 0.9073], [-0.4447, 4.9918, -1.2584], [-0.0915, 2.4682, 2.2118], [-0.4646, 1.2363, 3.0699], [-1.5169, 0.9891, 2.8950], [-0.0747, 0.3285, 2.5923], [-0.2138, 1.1847, 4.1278], [-0.8131, 3.2587, 2.4241], [0.9434, 2.7865, 2.3679], [1.0680, 3.1728, -0.0121], [-2.4866, 0.2835, -3.5669], [-2.1644, -0.1600, -2.4170], [-3.5895, -0.0730, -4.0359], [-1.7212, 1.0335, -4.1794], [4.4008, -3.1807, 1.1679], [3.9498, -1.8292, 1.6750], [4.5466, -0.5750, 1.0109], [3.3939, 0.0981, 0.5094], [2.2841, -0.6102, 0.8111], [1.2624, -0.3509, 0.2618], [2.5711, -1.6535, 1.6062], [4.1849, -3.3392, 0.1084], [3.8634, -3.9097, 1.7776], [5.4641, -3.4073, 1.2695], [4.3110, -1.8454, 2.7134], [5.0803, -0.8586, 0.1010], [5.1494, -0.0277, 1.7330]]
}

---

[3]
{
  "formula": "C8H12B2CdF14O4",
  "method": "the ωB97M-V functional and the def2-TZVPD basis",
  "total_charge": -1,
  "homo_ev": [-6.7, -6.3],
  "multiplicity": 2,
  "s_squared": 0.7568,
  "e_above_lowest_kcal_mol": 0.0,
  "species": ["Cd", "C", "O", "O", "C", "F", "F", "F", "C", "C", "H", "H", "H", "H", "H", "H", "C", "O", "O", "C", "F", "F", "F", "C", "C", "H", "H", "H", "H", "H", "H", "B", "F", "F", "F", "F", "B", "F", "F", "F", "F"],
  "positions_angstrom": [[-0.3276, 1.1873, 1.1071], [-2.5853, -0.6505, -0.3844], [-2.1739, -1.3109, 0.8241], [-1.7500, 0.5398, -0.3516], [-2.4877, -1.6419, -1.5772], [-3.2371, -2.7184, -1.3510], [-2.9087, -1.1922, -2.7574], [-1.2202, -2.0423, -1.7512], [-3.1404, -2.0666, 1.4919], [-2.4630, -3.4448, 1.6591], [-3.0408, -4.1224, 2.2877], [-2.1994, -3.8213, 0.6708], [-1.5108, -3.3824, 2.1859], [-4.1556, -2.1815, 1.1119], [-3.3472, -1.6082, 2.4589], [-3.6169, -0.3019, -0.3376], [2.2704, 1.5638, -1.0253], [2.5783, 0.3465, -1.7725], [1.2934, 1.2058, -0.0897], [3.6431, 2.0545, -0.4723], [3.4842, 3.2665, 0.0801], [4.2680, 1.3388, 0.4936], [4.5298, 2.0719, -1.4739], [2.5834, 0.3858, -3.2228], [3.3779, -0.7927, -3.6575], [2.7627, -1.6924, -3.6466], [3.7423, -0.7703, -4.6845], [4.1701, -0.9802, -2.9326], [2.9759, 1.3046, -3.6586], [1.5341, 0.2323, -3.4751], [1.9553, 2.3554, -1.7051], [0.7357, 0.2469, 3.2206], [0.8217, 1.6411, 2.9993], [0.1796, -0.0105, 4.4667], [-0.0696, -0.3883, 2.2852], [1.9808, -0.1963, 3.0952], [-1.7440, 3.1421, 1.9854], [-2.8186, 3.6938, 1.4309], [-1.5607, 3.7864, 3.1494], [-1.8470, 1.7775, 2.1660], [-0.6820, 3.1753, 1.1574]]
}

---

[4]
{
  "formula": "C8H12BCeN5O5",
  "method": "the ωB97M-V functional and the def2-TZVPD basis",
  "total_charge": 1,
  "homo_ev": [-11.6, -11.6],
  "multiplicity": 2,
  "s_squared": 0.7505,
  "e_above_lowest_kcal_mol": 0.0,
  "species": ["Ce", "O", "C", "O", "C", "C", "N", "N", "C", "C", "O", "O", "H", "H", "H", "B", "C", "N", "H", "H", "H", "C", "N", "C", "N", "O", "H", "H", "H", "H", "H", "H"],
  "positions_angstrom": [[0.1870, 1.2854, -0.3105], [-1.3089, -1.2275, 4.8229], [-0.4687, -2.1148, 4.1950], [0.0936, -3.0289, 4.7853], [-0.3335, -1.8754, 2.7461], [0.2949, -2.7151, 1.8532], [0.2394, -2.0729, 0.6233], [-0.1198, -0.7695, 0.7719], [-0.6111, -0.5963, 2.0289], [-1.2292, 0.6592, 2.4009], [-1.9308, 0.8523, 3.4048], [-0.9935, 1.6305, 1.4568], [-1.4413, -0.3586, 4.2919], [0.7010, -3.7114, 1.9770], [0.7172, -2.3399, -0.2293], [5.0854, 2.5525, 0.0452], [3.5919, 2.1820, -0.0363], [2.4821, 1.8692, -0.2098], [5.2107, 3.6079, 0.6473], [5.6388, 1.5244, 0.4605], [5.5779, 2.7870, -1.1003], [-3.0457, -0.3126, -2.0183], [-2.3571, -0.1745, -3.2721], [-1.2503, 0.5538, -3.3892], [-0.7147, 0.7734, -4.5697], [-0.6868, 1.1092, -2.3419], [-4.1153, -0.6513, -2.1253], [-3.0952, 0.6873, -1.5182], [-2.5526, -0.9323, -1.3140], [-2.7693, -0.6113, -4.1185], [-1.0190, 0.3079, -5.4152], [0.2227, 1.1102, -4.5424]]
}

---

[5]
{
  "formula": "C8H12Br2N2",
  "method": "the ωB97M-V functional and the def2-TZVPD basis",
  "total_charge": 0,
  "homo_ev": -7.7,
  "multiplicity": 1,
  "e_above_lowest_kcal_mol": 108.5,
  "species": ["C", "C", "C", "C", "C", "C", "C", "C", "N", "N", "Br", "Br", "H", "H", "H", "H", "H", "H", "H", "H", "H", "H", "H", "H"],
  "positions_angstrom": [[-0.6404, -2.2666, 0.7402], [0.0662, -0.1852, 0.3791], [-0.2926, -2.1356, 1.9995], [-1.5043, 0.2208, -1.3097], [0.7785, -0.4815, -2.0430], [0.3588, 1.8396, -1.0135], [0.7236, 1.2121, 2.2202], [-0.0056, 0.3108, -0.9813], [0.0818, -0.9876, 2.5409], [0.3011, -0.0034, 1.6224], [-1.0701, -3.4166, -0.6181], [-0.4669, -3.5913, 3.2662], [-2.1320, 0.6631, -0.4979], [-1.8054, 0.7154, -2.2983], [-1.6102, -0.8947, -1.3600], [0.5952, -0.1985, -3.0517], [1.8593, -0.2763, -1.9743], [0.8801, -1.5890, -1.8226], [-0.4697, 2.4865, -0.7155], [1.2714, 2.0100, -0.3972], [0.6843, 2.0609, -2.0924], [-0.0920, 1.3194, 2.9625], [1.6920, 1.1876, 2.8537], [0.7969, 2.0003, 1.5907]]
}

---

[6]
{
  "formula": "C8H12Br2Si",
  "method": "the ωB97M-V functional and the def2-TZVPD basis",
  "total_charge": 0,
  "homo_ev": -8.3,
  "multiplicity": 1,
  "e_above_lowest_kcal_mol": 53.1,
  "smiles": "C=C/C(Br)=C\\C=C(\\Br)[SiH](C)C",
  "species": ["C", "C", "C", "Br", "C", "C", "C", "Br", "Si", "C", "C", "H", "H", "H", "H", "H", "H", "H", "H", "H", "H", "H", "H"],
  "positions_angstrom": [[-0.3387, 0.8745, 2.0117], [-1.4602, 0.7427, 1.3114], [-1.8570, 1.5030, 0.1510], [-3.7003, 1.3800, -0.2701], [-1.0776, 2.0950, -0.7846], [0.3266, 2.1753, -0.6496], [1.2465, 1.2142, -0.5193], [3.0024, 1.7132, -0.2163], [0.9863, -0.6901, -0.7909], [-0.6483, -1.0893, -1.4732], [1.5439, -1.5155, 0.7711], [-0.3801, 0.4475, 2.9356], [0.5407, 1.6160, 1.8325], [-2.1272, 0.1644, 1.8125], [-1.5124, 2.7346, -1.5647], [0.7592, 3.1839, -0.7958], [2.0590, -0.6696, -1.8718], [-0.7391, -2.0364, -1.9823], [-1.1987, -1.3202, -0.4764], [-1.2552, -0.3003, -1.8924], [2.6154, -1.3404, 1.0671], [0.8268, -0.9662, 1.5548], [1.4950, -2.5718, 0.9888]]
}

---

Across the entries above, F_max takes the values 2.7 3.5 5.6 5.4 6.5 3.9 eV/A, respectively.